No. 1
Computed, not measured: a 6-piece molecular cluster, C24H42O18P overall at a distorted geometry, with ωB97M-V with the def2-TZVPD basis set.

```
85
Properties=species:S:1:pos:R:3:lowdin_charge:R:1
P 2.282 -2.000 0.255 0.93
O -6.871 3.553 -7.132 0.06
O -6.693 1.381 -6.553 0.16
O -4.477 6.609 -1.823 0.18
O 7.063 -4.182 4.651 0.04
O -7.331 6.221 -10.027 0.05
O -8.873 7.703 -9.364 0.06
O 7.957 -5.819 5.885 0.07
O 3.516 -2.273 1.157 -0.24
O -0.905 1.164 -1.370 -0.03
O 2.243 -6.587 6.267 0.08
O -5.324 2.922 -5.638 0.05
O -3.768 4.751 -0.759 0.07
O -3.759 4.824 -3.001 0.03
O 1.336 -0.840 0.756 -0.28
O 2.997 -4.558 6.802 0.05
O -6.690 8.112 -8.982 0.16
O 5.734 -5.475 5.934 0.17
O 2.554 -5.050 4.653 0.13
C -0.520 0.214 -0.360 -0.39
C -1.057 -1.173 -0.733 -0.04
C 5.344 -1.236 3.589 -0.05
C -3.053 3.637 -2.634 -0.13
C -3.491 3.425 -1.210 -0.13
C 3.822 -0.969 3.777 -0.36
C 3.008 -2.289 3.657 -0.32
C -9.557 6.749 -10.180 -0.12
C -8.599 5.582 -10.196 -0.12
C 8.482 -4.001 4.590 -0.12
C -5.039 4.286 -5.963 -0.12
C -6.333 2.508 -6.452 -0.57
C 3.316 0.213 2.930 -0.07
C -6.331 4.757 -6.575 -0.11
C 6.814 -5.187 5.530 -0.55
C 9.001 -5.348 5.030 -0.11
C -7.548 7.416 -9.416 -0.58
C 2.691 -5.207 8.040 -0.11
C -4.045 5.507 -1.855 -0.55
C 2.644 -6.660 7.639 -0.11
C 3.210 -3.085 2.360 -0.14
C 1.017 0.194 -0.229 -0.15
C 2.595 -5.372 5.803 -0.57
C 1.514 -2.050 3.993 -0.05
H -10.524 6.495 -9.751 0.13
H 5.577 -2.273 3.855 0.06
H -2.718 2.963 -0.601 0.11
H -7.029 5.146 -5.830 0.14
H 5.712 -0.952 2.598 0.08
H -0.068 1.436 -1.770 0.09
H 1.328 1.142 0.225 0.15
H 1.729 -4.839 8.403 0.13
H 9.117 -6.045 4.198 0.14
H 8.764 -3.198 5.274 0.14
H 3.717 -0.656 4.826 0.14
H 5.872 -0.631 4.339 0.08
H -6.181 5.511 -7.346 0.13
H -3.324 2.806 -3.283 0.13
H 3.805 1.135 3.266 0.09
H -9.711 7.179 -11.172 0.13
H -8.761 4.894 -9.363 0.13
H -0.494 -1.639 -1.554 0.09
H 1.463 0.029 -1.218 0.12
H 4.044 -3.773 2.512 0.14
H 3.454 -4.999 8.786 0.14
H -1.009 0.543 0.564 0.15
H 2.322 -3.700 2.146 0.11
H 1.929 -7.235 8.223 0.14
H 1.084 -3.006 4.324 0.08
H 8.796 -3.734 3.584 0.13
H 1.418 -1.370 4.845 0.09
H -1.980 3.821 -2.719 0.13
H 3.643 0.092 1.885 0.06
H -2.095 -1.053 -1.062 0.10
H 3.620 -7.143 7.696 0.14
H 0.921 -1.731 3.126 0.06
H 2.753 -1.689 -1.033 0.08
H -8.630 5.023 -11.128 0.13
H -1.103 -1.823 0.151 0.08
H 9.944 -5.281 5.568 0.14
H 1.520 -3.179 0.115 0.09
H -4.766 4.848 -5.074 0.11
H 3.371 -2.937 4.458 0.12
H 2.228 0.309 2.899 0.07
H -4.404 2.830 -1.137 0.14
H -4.207 4.315 -6.670 0.14
```

Net charge   +1
Electronic energy   -71706.711 eV
Orbital gap   0.341 Eh


No. 2
Computed, not measured: a single C18H21N3O4 molecule at a distorted geometry, with ωB97M-V with the def2-TZVPD basis set.

```
46
Properties=species:S:1:pos:R:3:lowdin_charge:R:1
O -1.108 -3.748 1.232 0.01
O 3.352 0.794 0.917 -0.11
O 4.254 1.189 -1.809 -0.07
O -2.045 0.097 2.603 0.12
N -1.530 -0.406 0.412 0.08
N -1.928 1.633 -0.590 -0.05
N -1.549 -2.496 1.513 0.14
C 5.285 1.354 -0.861 -0.07
C -1.264 0.364 -0.803 -0.23
C 2.963 0.986 -1.434 -0.20
C -2.010 1.816 0.859 -0.19
C -3.370 2.464 1.157 -0.11
C 0.221 0.570 -1.025 -0.17
C -0.519 -3.763 0.025 -0.32
C 2.863 0.599 2.222 -0.07
C 0.032 -5.044 -0.478 0.00
C 0.712 0.754 -2.307 -0.04
C 2.063 0.963 -2.496 0.01
C -1.234 -1.745 0.487 -0.27
C 2.467 0.791 -0.130 -0.17
C -3.912 2.806 -0.233 -0.16
C 1.104 0.595 0.045 0.05
C -1.876 0.414 1.456 -0.40
C -3.286 1.730 -1.110 -0.17
C -0.564 -2.510 -0.512 0.06
H 0.723 -5.464 0.251 0.09
H -0.172 -2.173 -1.447 0.11
H -1.695 -0.145 -1.675 0.16
H -4.015 1.745 1.663 0.12
H -3.838 0.783 -1.002 0.13
H 0.718 0.445 1.040 0.11
H -1.174 2.435 1.204 0.16
H 0.550 -4.880 -1.418 0.09
H -3.274 3.341 1.793 0.11
H -3.549 3.785 -0.545 0.11
H -4.999 2.798 -0.276 0.11
H -3.253 2.003 -2.166 0.12
H 5.442 0.449 -0.271 0.09
H 2.377 -0.375 2.333 0.10
H 2.165 1.389 2.517 0.10
H -0.772 -5.763 -0.629 0.09
H 6.179 1.562 -1.450 0.09
H 2.466 1.111 -3.485 0.12
H 0.043 0.740 -3.153 0.11
H 5.088 2.192 -0.190 0.10
H 3.741 0.637 2.866 0.10
```

Net charge   0
Electronic energy   -31665.329 eV
Structure (SMILES)   COc1ccc([C@H]2N(c3cc(C)on3)C(=O)[C@@H]3CCCN32)cc1OC
Orbital gap   0.324 Eh
Energy relative to the best compared isomer or geometry (same formula, charge and spin)   391.12 kJ/mol


No. 3
Computed, not measured: a 3-piece molecular cluster, C2H10NO2S overall at a distorted geometry, with ωB97M-V with the def2-TZVPD basis set.

```
16
Properties=species:S:1:pos:R:3:lowdin_charge:R:1
S 0.677 2.001 -0.462 0.08
O -3.150 3.720 -2.187 -0.13
O 1.166 -3.605 0.965 -0.25
N 1.134 -1.222 -0.182 -0.05
C 0.709 -0.357 1.072 -0.34
C -0.185 0.778 0.591 -0.85
H 1.330 -4.020 0.108 -0.03
H 1.531 0.163 1.657 0.10
H 0.509 -0.730 -0.807 0.03
H -2.806 3.089 -2.891 0.06
H -0.586 1.216 1.603 0.06
H -2.559 3.335 -1.492 0.03
H 0.211 -1.078 1.787 0.10
H 2.190 -1.277 -0.371 0.12
H -1.183 0.540 0.072 0.04
H 1.011 -2.554 0.538 0.02
```

Net charge   -1
Electronic energy   -18656.524 eV
Orbital gap   0.253 Eh
Energy relative to the best compared isomer or geometry (same formula, charge and spin)   139.32 kJ/mol